The following is a quantum chemistry calculation of one molecule with the formula C3H6N2OS in a non-equilibrium geometry, from the OMol25 dataset.

```
13
Properties=species:S:1:pos:R:3:forces:R:3:mulliken_charge:R:1
C -0.48800 -1.07687 -2.41183 2.00 -1.10 1.63 -0.255
N 0.18840 -0.49435 -1.48012 -1.32 0.17 -0.85 -0.277
S 0.84804 -1.23561 -0.12102 0.20 -0.36 -0.32 -0.060
C 1.27253 0.24441 0.84071 0.03 -0.78 0.36 -0.412
C 0.02430 1.06678 1.27847 2.12 2.11 0.79 0.475
N -1.21328 0.51549 1.25716 -1.07 1.97 0.47 -0.365
O 0.30437 2.22945 1.63805 -1.35 -2.00 -0.76 -0.613
H -0.88964 -0.47079 -3.19391 -0.22 0.38 -0.39 0.274
H -0.52591 -2.19577 -2.52592 -0.31 0.97 0.24 0.199
H 1.97889 0.88298 0.27086 -0.74 -0.22 0.36 0.277
H 1.86810 -0.15176 1.73505 -1.05 0.57 -1.03 0.292
H -1.33528 -0.47648 1.24666 -0.07 -0.23 -0.27 0.209
H -2.03252 1.16253 1.46583 1.78 -1.46 -0.23 0.256
```
Positions in Å, forces in eV/Å.

Summary:
net charge	0
DFT total energy	-700.82245	hartree
HOMO-LUMO gap	9.60	eV
SMILES	C=NSCC(N)=O